Entry 1:
CH3N3O6P2 | ωB97M-V/def2-TZVPD

Each line ends with the natural charge from an NBO analysis.
Geometry (Å):
P1 1.97644 -1.38048 -0.07418  2.449
P2 2.00445 1.22394 -0.12512  2.474
O1 2.70602 -2.30307 -0.91184  -1.145
O2 1.15083 2.02217 0.70758  -1.161
O3 2.89916 -0.01438 0.47821  -1.099
O4 1.09679 -1.87267 1.08976  -1.182
O5 -1.94382 -0.08053 -2.46380  -0.670
O6 2.78428 1.97527 -1.15309  -1.182
N1 -0.78584 0.05756 0.94304  -0.894
N2 -1.74188 -0.03717 -1.20858  -0.057
N3 1.10098 -0.14470 -0.96301  -1.228
C1 -0.81200 -0.01893 -0.42427  0.460
H1 -0.37030 -0.79021 1.32902  0.415
H2 -0.16926 0.85724 1.32479  0.416
H3 1.21513 -0.17900 -1.91087  0.406

## Properties
**Total charge**: -2
**Largest force on an atom**: 0.108 Eh/bohr
**HOMO-LUMO gap**: 0.258 Ha



Entry 2:
CH3N3S2 | ωB97M-V/def2-TZVPD

Each line ends with the natural charge from an NBO analysis.
Geometry (Å):
S1 -2.89586 0.86372 -0.27168  0.139
S2 -1.24514 -1.54092 0.20942  1.029
N1 -2.50413 -0.58737 0.34191  -0.885
N2 0.75667 0.79380 0.78995  -0.687
N3 0.03274 -0.98776 -0.60398  -0.765
C1 0.69202 0.15009 -0.28960  0.248
H1 -3.17979 -0.93153 0.98879  0.424
H2 1.48317 1.52424 0.70335  0.347
H3 1.24577 0.50434 -1.14457  0.149

## Properties
**Largest force on an atom**: 0.077 Eh/bohr
**HOMO-LUMO gap (alpha / beta)**: 0.270 / 0.265 Ha